Formula: C20H21O4
Source: the OMol25 dataset
Level of theory: wB97M-V/def2-TZVPD

```
45
Properties=species:S:1:pos:R:3:forces:R:3
C 8.1228 -1.0234 -1.4099 -1.156 0.299 -0.328
C 6.5034 -1.0174 -1.6645 -0.550 -0.292 -0.450
C 5.6236 -0.3686 -0.4178 1.218 -0.707 0.781
O 5.2214 1.0303 -0.6316 -1.081 -1.792 -1.335
C 4.1936 1.1666 -1.6751 -1.093 1.298 -0.559
C 2.6438 1.1502 -1.1264 -3.053 -0.301 1.211
C 2.3101 1.5224 0.4358 -3.147 -0.858 -2.582
C 0.7435 1.5402 0.9229 0.761 -0.767 -4.218
C -0.4352 1.1943 -0.1634 2.033 -0.290 -0.812
C -0.1252 0.7742 -1.7465 2.638 0.985 2.465
C 1.4509 0.7639 -2.2093 -1.390 1.043 3.662
C -1.4090 0.4163 -2.7514 -0.006 0.501 -3.965
O -1.3521 0.6162 -4.0945 -0.196 -1.425 8.378
C -2.7485 -0.2140 -1.9845 -2.176 -1.263 1.089
C -3.7433 -1.2663 -2.7650 -0.585 1.507 4.110
C -5.0478 -1.8321 -1.9082 1.987 2.153 1.618
C -5.3834 -1.4197 -0.3407 3.873 1.802 -2.253
C -4.3718 -0.3756 0.4492 1.024 -0.900 -4.519
C -3.0837 0.2087 -0.4136 -1.147 -1.561 -1.135
C -2.0382 1.2579 0.3065 -1.374 3.183 3.137
O -2.4297 2.1654 1.2303 2.577 -5.811 -5.739
H 8.4727 0.1156 -1.4262 -0.506 -2.636 0.075
H 8.5985 -1.6466 -2.3085 -0.750 1.454 2.211
H 8.3138 -1.5044 -0.3593 -0.024 0.875 -2.130
H 6.3314 -0.4388 -2.6941 0.111 -1.196 2.351
H 6.0840 -2.1210 -1.8127 1.101 2.273 0.223
H 6.3703 -0.3570 0.5135 -1.690 0.223 -1.942
H 4.7261 -1.0673 -0.0729 1.631 1.589 -1.086
H 4.3560 2.2466 -2.1574 -0.251 -2.323 1.149
H 4.2783 0.4067 -2.5609 -0.012 1.175 1.851
H 3.1808 1.7790 1.2079 -2.129 -0.683 -2.041
H 0.4276 1.8238 2.0165 0.687 -0.649 -2.472
H 1.7039 0.4972 -3.3207 -0.478 0.575 2.429
H -3.5130 -1.5906 -3.8896 -0.645 0.837 2.875
H -5.7891 -2.5607 -2.4566 1.695 1.581 1.200
H -6.3181 -1.8544 0.2157 2.108 0.948 -1.246
H -4.5237 -0.0326 1.5811 -0.199 -0.846 -1.391
C -5.7322 -0.1700 5.6315 -0.567 0.218 0.779
C -6.1077 0.1819 4.1812 0.552 -0.358 1.615
O -5.1243 -0.2550 3.4112 0.717 -0.150 -2.217
H -4.7978 0.3144 5.9423 -0.070 -0.071 -0.262
H -6.5200 0.1732 6.3123 -0.131 0.032 0.317
H -5.6240 -1.2523 5.7760 0.044 0.124 -0.230
H -6.3239 1.2616 4.1933 0.176 0.730 -0.241
H -7.1149 -0.2384 4.0342 -0.527 -0.527 -0.374
```
Positions in Å, forces in eV/Å.

Summary:
**Net charge**: -1
**HOMO**: -0.1099 Ha
**Gap between HOMO and LUMO**: 3.695 eV
**Multiplicity**: 1
**E**: -1074.9376 Ha